w | The following is a DFT calculation (the ωB97M-V functional and the def2-TZVPD basis) of a structure of composition C31H46BiBrF6N5O4.

Cartesian coordinates (Å):
Bi: -0.787 0.950 1.707
C: 2.054 0.308 3.547
C: 1.400 -0.904 2.894
N: -0.082 -0.872 2.922
C: -0.759 -1.065 4.218
C: -0.756 0.208 5.056
N: -1.118 1.371 4.232
C: -0.407 2.601 4.584
C: 1.102 2.486 4.276
N: 1.426 1.581 3.155
H: 3.110 0.297 3.267
H: 2.036 0.207 4.632
H: 1.761 -1.821 3.367
H: 1.665 -0.947 1.835
H: -0.401 -1.583 2.260
H: -0.288 -1.886 4.766
H: -1.785 -1.342 3.983
H: 0.223 0.383 5.495
H: -1.450 0.080 5.890
H: -2.120 1.513 4.283
H: -0.532 2.855 5.642
H: -0.854 3.411 4.005
H: 1.650 2.183 5.171
H: 1.464 3.485 4.027
H: 2.059 2.107 2.540
C: -1.592 -2.322 -5.761
C: -0.790 -1.113 -5.280
C: -1.492 0.161 -5.770
C: 0.615 -1.188 -5.894
C: -0.677 -1.065 -3.758
C: 0.035 -0.035 -3.149
C: 0.101 0.009 -1.778
Br: 1.194 1.366 -0.979
C: -0.534 -0.905 -0.922
O: -0.445 -0.754 0.411
C: -1.192 -1.988 -1.524
C: -1.242 -2.017 -2.922
C: -1.781 -3.215 -0.797
C: -3.227 -3.469 -1.252
C: -1.797 -3.140 0.734
C: -0.923 -4.433 -1.179
H: -1.650 -2.305 -6.850
H: -2.613 -2.308 -5.376
H: -1.121 -3.262 -5.470
H: -1.576 0.149 -6.858
H: -0.939 1.059 -5.488
H: -2.496 0.237 -5.349
H: 0.547 -1.219 -6.983
H: 1.138 -2.086 -5.560
H: 1.221 -0.322 -5.625
H: 0.540 0.722 -3.733
H: -1.754 -2.849 -3.380
H: -3.877 -2.633 -0.999
H: -3.612 -4.363 -0.756
H: -3.300 -3.638 -2.326
H: -2.320 -2.262 1.111
H: -0.777 -3.153 1.130
H: -2.297 -4.034 1.114
H: -0.933 -4.615 -2.253
H: -1.307 -5.326 -0.682
H: 0.114 -4.286 -0.872
C: -5.084 -0.301 2.041
C: -3.930 0.643 1.722
O: -2.729 0.118 2.169
C: -4.161 1.990 2.442
F: -3.118 2.839 2.229
F: -4.205 1.792 3.774
F: -5.273 2.622 2.090
C: -3.886 0.859 0.189
F: -4.960 1.478 -0.291
F: -2.799 1.603 -0.171
F: -3.757 -0.313 -0.432
H: -5.136 -0.444 3.118
H: -4.888 -1.261 1.569
H: -6.035 0.091 1.683
O: 6.061 -1.049 -1.632
C: 5.631 -0.064 -2.557
N: 4.941 0.972 -1.846
C: 5.599 2.067 -1.373
O: 6.739 2.353 -1.670
C: 4.795 2.941 -0.452
C: 4.951 4.320 -0.496
C: 4.197 5.101 0.360
C: 3.326 4.475 1.239
N: 3.194 3.150 1.319
C: 3.928 2.409 0.488
H: 6.886 -1.434 -1.942
H: 4.942 -0.501 -3.283
H: 6.475 0.391 -3.073
H: 3.977 0.828 -1.597
H: 5.656 4.751 -1.194
H: 4.277 6.179 0.352
H: 2.712 5.061 1.913
H: 3.823 1.333 0.585

Computed properties:
**E_HOMO**: -10.40 eV
**Net charge**: +1


x | The following is a DFT calculation (the ωB97M-V functional and the def2-TZVPD basis) of a structure of composition C31H46BiBrF6N5O4.

Cartesian coordinates (Å):
Bi: 0.159 0.391 0.200
C: -3.182 -0.340 0.463
C: -2.794 -1.304 -0.697
N: -1.420 -1.823 -0.650
C: -1.230 -3.060 0.121
C: 0.074 -3.033 0.910
N: 0.246 -1.785 1.656
C: -0.622 -1.606 2.831
C: -2.049 -1.156 2.507
N: -2.128 -0.106 1.464
H: -4.086 -0.712 0.952
H: -3.438 0.629 0.033
H: -2.888 -0.755 -1.634
H: -3.517 -2.123 -0.741
H: -1.127 -1.981 -1.605
H: -1.223 -3.938 -0.531
H: -2.076 -3.195 0.790
H: 0.917 -3.115 0.219
H: 0.111 -3.908 1.569
H: 1.206 -1.712 1.976
H: -0.145 -0.853 3.449
H: -0.679 -2.526 3.424
H: -2.495 -0.795 3.436
H: -2.662 -1.998 2.192
H: -2.324 0.779 1.916
C: 0.357 5.701 -6.231
C: -0.838 4.880 -5.726
C: -1.241 3.892 -6.821
C: -2.023 5.818 -5.458
C: -0.457 4.170 -4.430
C: -0.486 2.799 -4.283
C: -0.148 2.245 -3.058
Br: -0.189 0.326 -2.990
C: 0.228 2.958 -1.922
O: 0.509 2.372 -0.749
C: 0.311 4.369 -2.096
C: -0.045 4.911 -3.320
C: 0.824 5.271 -0.973
C: 2.271 4.867 -0.644
C: 0.858 6.750 -1.371
C: -0.098 5.159 0.249
H: 0.092 6.213 -7.158
H: 1.215 5.056 -6.429
H: 0.663 6.457 -5.508
H: -1.506 4.441 -7.725
H: -2.109 3.298 -6.528
H: -0.422 3.215 -7.074
H: -2.302 6.340 -6.375
H: -1.778 6.569 -4.706
H: -2.890 5.256 -5.106
H: -0.768 2.147 -5.096
H: 0.009 5.983 -3.432
H: 2.920 5.098 -1.491
H: 2.358 3.804 -0.434
H: 2.635 5.428 0.220
H: 1.517 6.930 -2.222
H: 1.242 7.329 -0.530
H: -0.136 7.133 -1.607
H: -0.243 4.125 0.548
H: -1.077 5.584 0.018
H: 0.318 5.718 1.090
C: 2.067 3.159 2.357
C: 1.353 1.924 2.892
O: 1.262 0.891 1.975
C: -0.065 2.338 3.353
F: -0.836 2.544 2.253
F: -0.085 3.457 4.065
F: -0.694 1.387 4.067
C: 2.148 1.357 4.090
F: 2.163 2.197 5.126
F: 3.426 1.137 3.720
F: 1.671 0.181 4.521
H: 1.486 3.571 1.538
H: 3.055 2.890 1.988
H: 2.189 3.915 3.131
O: 5.827 3.238 2.473
C: 6.579 2.045 2.314
N: 5.727 1.103 1.649
C: 5.899 0.749 0.349
O: 6.888 0.991 -0.306
C: 4.755 -0.012 -0.271
C: 5.006 -0.885 -1.319
C: 3.943 -1.542 -1.919
C: 2.663 -1.281 -1.469
N: 2.416 -0.426 -0.472
C: 3.443 0.197 0.113
H: 6.384 3.907 2.886
H: 6.878 1.647 3.287
H: 7.457 2.193 1.686
H: 4.906 0.801 2.147
H: 6.026 -1.027 -1.652
H: 4.097 -2.233 -2.735
H: 1.803 -1.749 -1.932
H: 3.176 0.890 0.898

Computed properties:
**E_HOMO**: -10.16 eV
**Net charge**: +1


w (0.0146 hartree below the next structure)